A | Formula: C6H15N2
Source: OMol25
Level of theory: ωB97M-V/def2-TZVPD

```
23
Properties=species:S:1:pos:R:3:mulliken_charge:R:1
C -1.5839 -1.2564 0.4526 -0.859
C -2.1673 -0.0278 1.0158 -0.366
C -0.9446 0.0608 -0.1508 0.774
C 0.8339 1.7890 -0.4488 -1.321
C 2.1754 -1.2836 -0.5274 -0.942
C 0.1761 0.7258 0.3631 0.071
N 0.6795 0.3985 1.5646 -0.272
N -1.2983 0.3161 -1.4838 -0.510
H -0.8926 -1.7308 0.9685 0.222
H -2.0944 -1.7721 -0.3065 0.418
H -3.2075 0.3860 0.8559 0.286
H -1.8405 0.2579 1.9764 0.299
H 1.8639 2.1463 -0.1828 0.371
H 0.1652 2.5929 -0.5948 0.380
H 0.8641 1.2486 -1.3383 0.497
H 2.8059 -0.4183 -0.4202 0.294
H 2.3643 -1.9258 0.3317 0.288
H 2.3890 -1.8293 -1.3689 0.408
H 0.7164 -0.5901 1.8392 0.249
H 1.0960 1.1108 2.1443 0.236
H -1.5119 1.1952 -1.8294 0.181
H 1.1657 -0.9574 -0.7716 0.090
H -1.7543 -0.4364 -2.0888 0.207
```

Values from the calculation:
* highest occupied orbital energy: -13.268 eV
* net charge: +1
* orbital gap: 8.97 eV

B | Formula: C6H15N2
Source: OMol25
Level of theory: ωB97M-V/def2-TZVPD

```
23
Properties=species:S:1:pos:R:3:mulliken_charge:R:1
C 0.9396 -2.0797 0.4997 -0.886
C 1.6111 -0.9763 -0.2957 -0.069
C 1.0617 -0.6901 -1.4996 -0.210
C 1.6393 0.3599 -2.4740 -1.077
H 0.3137 -2.8076 -0.1228 0.277
H 1.6874 -2.7246 0.9739 0.371
H 0.3194 -1.6787 1.3085 0.019
H 2.4614 -0.4466 0.1220 0.369
H 0.2094 -1.2061 -1.8906 0.390
H 2.6052 0.7856 -2.1512 0.300
H 1.8707 -0.1635 -3.4228 0.313
H 0.9066 1.1431 -2.5975 0.225
C -1.0749 0.4925 2.6103 -0.902
N -1.7769 1.4756 -0.8305 -0.319
C -1.9346 0.8920 0.3473 0.222
N -1.3359 1.3365 1.4181 -0.156
H -0.0994 0.7235 2.9951 0.348
H -1.2338 -0.5878 2.4725 0.307
H -1.7719 0.7917 3.4159 0.336
H -1.0690 2.2035 -0.9134 0.216
H -2.0909 1.0608 -1.6816 0.261
H -2.5591 -0.0040 0.3704 0.390
H -0.6793 2.1003 1.3459 0.277
```

Values from the calculation:
* highest occupied orbital energy: -12.395 eV
* net charge: +1
* orbital gap: 8.66 eV

Which of them is the most stable? Correct choice: B.